Formula: C14H23FN3O2
Source: the OMol25 dataset
Level of theory: ωB97M-V/def2-TZVPD

Element x y z (Å)
C1 6.85538 -1.53116 1.36585
C2 6.13277 -2.09830 0.40965
C3 5.32423 -1.34422 -0.58399
O1 4.81638 -1.84126 -1.56395
O2 5.20948 -0.02597 -0.28024
C4 4.33513 0.72808 -1.12314
C5 2.86939 0.47289 -0.77928
C6 2.36889 1.26618 0.44800
C7 1.10786 2.08904 0.16997
C8 -0.17352 1.25676 0.26302
C9 -1.40281 2.15138 0.35188
N1 -2.66338 1.39646 0.19824
C10 -3.75883 1.49465 0.99896
N2 -4.70842 0.70377 0.60840
N3 -4.19810 0.08041 -0.47351
C11 -4.98952 -0.88697 -1.24551
C12 -5.52652 -2.07693 -0.42309
C13 -4.93895 -2.25198 0.97327
F1 -5.09430 -3.56869 1.33943
C14 -2.97772 0.48727 -0.73042
H1 6.94854 -0.45617 1.45386
H2 7.38610 -2.14111 2.08665
H3 6.11455 -3.17464 0.28936
H4 4.53561 0.51866 -2.17401
H5 4.59794 1.77188 -0.93993
H6 2.77184 -0.59755 -0.58915
H7 2.27391 0.71224 -1.66531
H8 2.20067 0.59351 1.29268
H9 3.15598 1.95558 0.76602
H10 1.04498 2.90682 0.89709
H11 1.18328 2.55271 -0.81813
H12 -0.25039 0.58667 -0.60094
H13 -0.12314 0.61858 1.14975
H14 -1.38119 2.95093 -0.38957
H15 -1.45808 2.59343 1.34711
H16 -3.81950 2.14900 1.85384
H17 -5.81546 -0.32468 -1.67937
H18 -4.34456 -1.23087 -2.05292
H19 -5.32172 -2.99358 -0.97759
H20 -6.60998 -1.99296 -0.34654
H21 -5.45714 -1.63824 1.70945
H22 -3.86886 -2.02377 1.00855
H23 -2.35081 0.16213 -1.54447

Values from the calculation:
SMILES: C=CC(=O)OCCCCCCn1cn[n+](CCCF)c1
HOMO-LUMO gap: 8.901 eV
charge: +1
DFT total energy: -26166.80920 eV
spin multiplicity: 1

natural (NBO) atomic charge list, values in e, 6 entries: -0.290 -0.320 0.754 -0.588 -0.516 -0.067

Formula: C30H36BN10STl
Source: the OMol25 dataset
Level of theory: ωB97M-V/def2-TZVPD

Element x y z (Å)
Tl1 0.16851 0.44179 -0.88709
C1 -3.83177 0.54359 -0.83422
C2 -3.17902 -0.46032 0.04920
C3 -3.72948 -1.14598 1.13481
C4 -2.73624 -2.01424 1.55385
C5 -2.77879 -2.93299 2.72203
N1 -1.67262 -1.84042 0.74602
N2 -1.93025 -0.87250 -0.14785
B1 -0.43336 -2.75063 0.60982
N3 -0.13228 -2.99720 -0.87696
N4 0.17674 -1.99344 -1.70592
C6 0.41376 -2.50281 -2.90395
C7 0.79124 -1.65009 -4.06527
C8 0.25541 -3.88912 -2.85821
C9 -0.09344 -4.16763 -1.54980
C10 -0.37785 -5.50326 -0.96304
N5 0.78802 -2.07767 1.26702
N6 1.54021 -1.18474 0.60366
C11 2.64032 -0.97770 1.31758
C12 3.75526 -0.12295 0.82681
C13 2.58344 -1.72269 2.49726
C14 1.38406 -2.40847 2.42819
C15 0.80628 -3.30717 3.46171
H1 -4.81051 0.80814 -0.44049
H2 -3.96024 0.13507 -1.83680
H3 -3.21411 1.43549 -0.91249
H4 -4.70872 -1.03002 1.55800
H5 -3.79907 -3.00357 3.09067
H6 -2.14839 -2.55251 3.52616
H7 -2.42063 -3.92397 2.45825
H8 -0.64751 -3.78706 1.13932
H9 0.85923 -0.60955 -3.75306
H10 0.04837 -1.73497 -4.85675
H11 1.75270 -1.96643 -4.46605
H12 0.38073 -4.58901 -3.66041
H13 -0.28887 -6.25688 -1.74230
H14 -1.38452 -5.53867 -0.55069
H15 0.32831 -5.73308 -0.16692
H16 3.49579 0.29712 -0.14248
H17 4.65675 -0.72542 0.71757
H18 3.96692 0.68054 1.53211
H19 3.30650 -1.75850 3.28866
H20 1.57123 -3.54595 4.19625
H21 0.42644 -4.22643 3.02422
H22 -0.01919 -2.81375 3.97487
S1 -2.60361 5.68297 3.51684
C16 -2.11353 4.30888 2.46597
C17 -1.62244 4.53999 1.19081
C18 -1.33092 3.44132 0.39996
N7 -1.50657 2.18995 0.79410
C19 -1.97166 1.97806 2.01348
C20 -2.27285 3.00315 2.90117
C21 -4.18223 5.88226 2.67344
C22 -4.27699 6.64837 1.52406
C23 -5.48799 6.64713 0.84559
N8 -6.54646 5.96802 1.24889
C24 -6.45639 5.27558 2.37009
C25 -5.29634 5.19693 3.12748
H23 -1.47935 5.54414 0.82390
H24 -0.95093 3.57482 -0.60462
H25 -2.13575 0.94495 2.29152
H26 -2.63626 2.79664 3.89568
H27 -3.43745 7.22417 1.16910
H28 -5.61066 7.21371 -0.06803
H29 -7.35232 4.75077 2.67342
H30 -5.25742 4.61850 4.03630
N9 2.39594 3.32058 0.03138
C26 2.18852 2.82012 1.28463
C27 2.82303 3.39078 2.39845
C28 2.51310 2.91223 3.65010
C29 1.60620 1.86633 3.76986
C30 1.05127 1.35474 2.61391
N10 1.32070 1.81793 1.40325
H31 3.23976 3.84499 -0.11975
H32 2.09940 2.73035 -0.73022
H33 3.53718 4.18679 2.25952
H34 2.98040 3.33914 4.52544
H35 1.35258 1.45865 4.73435
H36 0.35252 0.53332 2.65020

Values from the calculation:
HOMO-LUMO gap: 8.180 eV
charge: 0
DFT total energy: -62803.75595 eV
spin multiplicity: 1

Mulliken atomic charge list, values in e, 6 entries: 1.361 -1.464 0.419 -1.260 0.857 -1.388